No. 1
50
Properties=species:S:1:pos:R:3 method="wB97M-V/def2-TZVPD" e_above_lowest_ev=0.062 multiplicity=1 smiles="CCC(=O)N1CCN(CCNC=C2C(=O)N(C)C(=O)N(C)C2=O)CC1" gap_ev=9.0
C -7.00 -1.94 1.44
C -6.34 -0.72 0.82
C -5.13 -1.13 -0.01
O -4.76 -2.28 -0.09
N -4.48 -0.13 -0.67
C -4.73 1.29 -0.59
C -3.52 1.99 0.03
N -2.36 1.72 -0.79
C -1.23 2.57 -0.56
C -0.46 2.40 0.78
N 0.55 1.38 0.69
C 1.83 1.61 0.55
C 2.78 0.62 0.33
C 4.17 1.02 0.24
O 4.56 2.17 0.35
N 5.06 -0.02 0.02
C 6.48 0.29 -0.08
C 4.73 -1.35 -0.13
O 5.57 -2.19 -0.33
N 3.38 -1.66 -0.05
C 2.99 -3.06 -0.20
C 2.37 -0.75 0.18
O 1.20 -1.14 0.24
C -2.08 0.29 -0.82
C -3.29 -0.43 -1.43
H -7.33 -2.63 0.67
H -6.29 -2.46 2.08
H -7.86 -1.64 2.04
H -7.06 -0.20 0.17
H -6.03 -0.03 1.60
H -5.63 1.50 -0.01
H -4.87 1.67 -1.61
H -3.70 3.07 0.06
H -3.40 1.63 1.07
H -1.59 3.60 -0.62
H -0.52 2.41 -1.38
H -1.17 2.14 1.57
H 0.02 3.34 1.04
H 0.28 0.39 0.59
H 2.19 2.63 0.62
H 6.86 -0.01 -1.05
H 6.59 1.36 0.06
H 7.03 -0.25 0.69
H 3.90 -3.64 -0.33
H 2.45 -3.38 0.68
H 2.35 -3.16 -1.08
H -1.20 0.11 -1.44
H -1.91 -0.12 0.19
H -3.14 -1.51 -1.41
H -3.43 -0.09 -2.46

***

No. 2
54
Properties=species:S:1:pos:R:3 method="wB97M-V/def2-TZVPD" multiplicity=1 total_charge=+2 gap_ev=4.3
N -5.31 -3.37 3.35
C -4.26 -2.76 2.65
N -4.36 -1.52 2.23
C -3.32 -0.89 1.44
C -2.44 0.12 2.17
O -2.93 1.46 2.04
N -3.12 -3.38 2.30
P -2.29 -4.18 3.61
P -0.24 -3.58 3.12
O 0.27 -4.45 2.07
O -0.29 -2.06 2.55
O 0.70 -3.62 4.40
C -3.30 -4.27 1.02
O -2.51 -3.92 0.16
O -4.21 -5.08 1.02
H -6.19 -3.05 2.95
H -5.33 -3.08 4.33
H -5.19 -0.99 2.46
H -3.80 -0.35 0.63
H -2.69 -1.64 0.98
H -1.47 0.10 1.67
H -2.29 -0.14 3.22
H -3.89 1.43 2.04
H -2.61 -3.48 4.81
H -0.37 -2.14 1.59
H 0.30 -3.20 5.17
C 7.45 2.19 -3.13
N 5.99 2.19 -2.84
C 5.21 3.08 -3.46
C 3.85 3.09 -3.26
C 3.27 2.16 -2.40
C 4.11 1.26 -1.75
C 5.47 1.30 -1.99
C 1.80 2.10 -2.19
C 1.10 0.93 -2.46
C -0.26 0.88 -2.22
N -0.91 1.94 -1.72
C -0.26 3.08 -1.47
C 1.09 3.20 -1.70
C -2.36 1.84 -1.43
H 7.84 3.18 -2.90
H 7.59 1.95 -4.18
H 7.94 1.45 -2.51
H 5.69 3.78 -4.13
H 3.25 3.82 -3.79
H 3.72 0.53 -1.06
H 6.15 0.61 -1.51
H 1.59 0.06 -2.86
H -0.83 -0.02 -2.42
H -0.85 3.90 -1.07
H 1.58 4.13 -1.47
H -2.88 2.61 -1.98
H -2.49 1.97 -0.35
H -2.72 0.86 -1.73

***

No. 3
43
Properties=species:S:1:pos:R:3 method="wB97M-V/def2-TZVPD" e_above_lowest_ev=0.153 multiplicity=1 smiles="CCC(CC)C(=O)NCCCCc1ccccc1" gap_ev=9.6
C 1.51 1.48 1.98
C 2.42 1.46 0.75
C 2.39 0.10 0.06
C 3.44 -0.02 -1.06
C 4.86 -0.16 -0.52
C 1.02 -0.10 -0.60
O 0.43 0.78 -1.18
N 0.55 -1.37 -0.51
C -0.69 -1.79 -1.13
C -1.49 -2.70 -0.20
C -1.95 -2.02 1.10
C -3.21 -1.15 0.94
C -2.94 0.16 0.25
C -2.25 1.16 0.92
C -1.96 2.36 0.30
C -2.37 2.58 -1.01
C -3.07 1.59 -1.68
C -3.35 0.39 -1.05
H 1.54 2.45 2.46
H 1.82 0.73 2.70
H 0.48 1.27 1.68
H 3.44 1.70 1.05
H 2.08 2.21 0.04
H 2.56 -0.69 0.80
H 3.37 0.85 -1.70
H 3.21 -0.90 -1.67
H 4.95 -1.02 0.13
H 5.56 -0.28 -1.35
H 5.16 0.73 0.04
H 1.10 -2.08 -0.06
H -0.47 -2.33 -2.06
H -1.24 -0.88 -1.38
H -2.37 -3.06 -0.75
H -0.88 -3.56 0.05
H -2.16 -2.80 1.83
H -1.13 -1.41 1.49
H -3.96 -1.71 0.39
H -3.60 -0.95 1.94
H -1.94 1.00 1.95
H -1.42 3.13 0.83
H -2.14 3.51 -1.50
H -3.40 1.75 -2.69
H -3.90 -0.38 -1.58

***

No. 4
44
Properties=species:S:1:pos:R:3 method="wB97M-V/def2-TZVPD" e_above_lowest_ev=1.279 multiplicity=1 smiles=Cc1cccc(OCCCCCN2CCOCC2)c1 gap_ev=9.3
C 4.23 -2.62 1.03
C 3.60 -1.44 0.35
C 4.09 -0.16 0.53
C 3.50 0.92 -0.11
C 2.42 0.73 -0.94
C 1.91 -0.56 -1.13
O 0.83 -0.65 -1.96
C 0.17 -1.88 -2.10
C -1.12 -1.65 -2.89
C -2.05 -0.63 -2.24
C -2.56 -1.04 -0.85
C -1.68 -0.56 0.32
N -2.31 0.53 1.04
C -2.31 1.77 0.29
C -3.06 2.85 1.08
O -2.47 3.06 2.34
C -2.44 1.86 3.08
C -1.68 0.77 2.33
C 2.50 -1.63 -0.49
H 3.49 -3.14 1.63
H 5.05 -2.31 1.66
H 4.61 -3.32 0.29
H 4.94 0.00 1.18
H 3.89 1.92 0.04
H 1.95 1.55 -1.45
H -0.07 -2.30 -1.11
H 0.81 -2.60 -2.64
H -0.85 -1.30 -3.88
H -1.63 -2.61 -2.99
H -2.91 -0.50 -2.90
H -1.53 0.32 -2.17
H -3.56 -0.64 -0.69
H -2.64 -2.13 -0.82
H -0.69 -0.26 -0.04
H -1.55 -1.37 1.04
H -2.83 1.62 -0.66
H -1.28 2.12 0.09
H -3.02 3.81 0.56
H -4.11 2.54 1.21
H -1.95 2.09 4.03
H -3.47 1.51 3.27
H -1.71 -0.16 2.91
H -0.62 1.08 2.21
H 2.13 -2.64 -0.63